[1]
An isolated molecule of C4H4N2O2. Source: the Open Molecules 2025 dataset; level of theory: the ωB97M-V functional and the def2-TZVPD basis.

Atoms and positions in Å:
O1 -1.924 1.259 -0.204
C1 -0.848 0.645 -0.111
C2 0.420 1.200 0.047
C3 1.516 0.401 0.001
C4 1.282 -0.976 -0.148
N1 0.090 -1.531 -0.152
N2 -0.940 -0.732 -0.114
O2 -2.120 -1.266 0.140
H1 0.564 2.272 0.312
H2 2.480 0.824 0.158
H3 2.102 -1.682 -0.042
H4 -2.623 -0.416 0.112

Output
structure (SMILES): O=c1cccnn1O
HOMO: -9.075 eV
orbital gap: 9.001 eV
total energy: -11285.45309 eV
LUMO level: -0.1 eV

natural (NBO) atomic charge list, values in e, 8 entries:
1 O -0.6641
2 C 0.5038
3 C -0.2577
4 C -0.1897
5 C -0.0511
6 N -0.1632
7 N 0.1113
8 O -0.4791

***

[2]
A cluster of 2 separate species, C4H9N2P in total. Source: the Open Molecules 2025 dataset; level of theory: the ωB97M-V functional and the def2-TZVPD basis.

Atoms and positions in Å:
C1 0.857 1.914 1.597
C2 0.251 2.625 0.413
C3 -1.481 -2.760 -0.781
C4 -0.349 -2.161 -1.530
N1 1.692 2.656 0.668
N2 -0.478 -2.057 -0.129
P1 0.022 -1.431 1.227
H1 0.769 2.571 2.497
H2 1.097 0.927 1.795
H3 -0.023 2.237 -0.545
H4 -0.457 3.480 0.682
H5 -2.537 -2.329 -0.963
H6 -1.493 -3.858 -0.956
H7 0.365 -2.740 -1.973
H8 -0.447 -1.118 -2.011
H9 2.211 2.045 0.008

Output
HOMO (alpha / beta): -7.020 / -7.023 eV
orbital gap (alpha / beta): 6.618 / 6.619 eV
total energy: -16557.21076 eV
LUMO level (alpha / beta): -0.4 / -0.4 eV

natural (NBO) atomic charge list, values in e, 8 entries:
1 C -0.2694
2 C -0.2684
3 C -0.2463
4 C -0.2323
5 N -0.6023
6 N -0.7097
7 P 0.3730
8 H 0.1873

***

[3]
A structure of composition C38H30FN7O9S2Sc. Source: the Open Molecules 2025 dataset; level of theory: the ωB97M-V functional and the def2-TZVPD basis.

Atoms and positions in Å:
Sc1 -0.867 0.288 -2.258
C1 0.029 1.394 -6.413
C2 -0.928 1.152 -5.284
O1 -0.635 0.291 -4.434
N1 -2.080 1.838 -5.218
C3 -2.209 3.187 -5.729
C4 -1.505 4.173 -4.802
C5 -2.013 5.433 -4.529
C6 -1.333 6.230 -3.619
C7 -0.183 5.744 -3.024
C8 0.260 4.478 -3.378
N2 -0.384 3.717 -4.255
H1 0.693 0.538 -6.484
H2 0.623 2.268 -6.138
H3 -0.466 1.578 -7.365
H4 -2.562 1.677 -4.323
H5 -3.268 3.433 -5.802
H6 -1.800 3.249 -6.739
H7 -2.937 5.764 -4.987
H8 -1.713 7.210 -3.359
H9 0.350 6.307 -2.272
H10 1.147 4.040 -2.937
F1 -0.717 -4.108 2.812
C9 -0.459 -2.789 2.917
C10 -0.691 -1.949 1.861
C11 -0.463 -0.585 2.023
C12 -0.671 0.279 0.841
O2 -1.100 -0.292 -0.160
C13 -0.366 1.666 1.002
C14 0.065 2.089 2.211
N3 0.297 1.293 3.300
C15 0.785 1.867 4.526
C16 2.187 1.527 4.962
C17 1.867 2.898 4.443
C18 0.026 -0.058 3.224
C19 0.251 -0.930 4.296
C20 0.019 -2.280 4.116
N4 0.274 -3.147 5.274
C21 -0.964 -3.465 6.063
C22 -0.524 -3.952 7.461
N5 0.921 -4.137 7.438
C23 1.318 -5.072 6.396
C24 1.043 -4.419 5.023
C25 -0.521 2.691 -0.118
O3 -0.377 3.874 0.190
O4 -0.752 2.202 -1.258
H11 -1.035 -2.320 0.902
H12 0.255 3.147 2.336
H13 0.032 1.992 5.296
H14 2.749 0.882 4.301
H15 2.373 1.403 6.021
H16 2.239 3.145 3.459
H17 1.818 3.721 5.141
H18 0.635 -0.558 5.237
H19 -1.494 -4.223 5.490
H20 -1.571 -2.565 6.096
H21 -1.074 -4.868 7.707
H22 -0.768 -3.202 8.212
H23 1.282 -4.398 8.343
H24 0.888 -2.630 5.911
H25 0.779 -6.025 6.457
H26 2.380 -5.287 6.493
H27 0.440 -5.049 4.381
H28 1.945 -4.127 4.488
S1 1.666 1.203 -2.467
C26 2.623 -0.150 -2.993
C27 3.810 0.065 -3.694
C28 4.647 -0.977 -4.080
C29 5.858 -0.684 -4.783
N6 6.833 -0.429 -5.341
C30 4.284 -2.295 -3.761
C31 3.095 -2.523 -3.077
C32 2.247 -1.486 -2.683
S2 0.786 -1.845 -1.815
C33 5.111 -3.409 -4.112
N7 5.767 -4.320 -4.370
H29 4.094 1.082 -3.933
H30 2.814 -3.541 -2.839
O5 -6.895 -1.271 -1.687
C34 -5.751 -0.995 -1.957
C35 -4.569 -1.958 -1.926
O6 -4.623 -3.135 -1.627
C36 -3.403 -1.143 -2.286
C37 -3.783 0.198 -2.438
O7 -2.862 1.093 -2.625
C38 -5.222 0.376 -2.354
O8 -5.891 1.379 -2.534
O9 -2.175 -1.467 -2.383

Output
net charge: -1
HOMO: -3.784 eV
orbital gap: 4.059 eV
total energy: -113844.81491 eV
LUMO level: 0.3 eV

Mulliken atomic charge list, values in e, 8 entries:
1 Sc 0.8881
2 C -1.5691
3 C 0.8854
4 O -0.4599
5 N 0.0384
6 C -1.2536
7 C 0.9225
8 C -0.9301

***

- What is the total energy in the third record?
  -113844.81491 eV